Record 1
{"formula": "C3H8N3O", "method": "ωB97M-V with the def2-TZVPD basis set", "elements": ["H", "N", "N", "C", "N", "C", "O", "C", "H", "H", "H", "H", "H", "H", "H"], "coordinates": [[3.5658, -0.9928, 0.1759], [2.5483, -0.7516, 0.6242], [1.9313, -0.2463, -0.3172], [0.5343, 0.1362, -0.1427], [0.2968, 1.3179, -0.6643], [-1.0481, 1.8353, -0.5830], [-0.3901, -0.6115, 0.2005], [-0.1901, -1.9774, 0.6216], [1.0417, 1.6868, -1.1564], [-1.3991, 2.0555, 0.4448], [-1.9027, 1.1900, -0.9817], [-1.2467, 2.6975, -1.3284], [0.7895, -2.3567, 0.6021], [-0.9648, -2.7020, 0.1055], [-0.3923, -2.1338, 1.7494]], "smiles": "[H]/N=N/C(=[NH+]/C)OC", "total_energy_ha": -358.255072, "molar_mass_g_mol": 102.117, "charge": 1, "gap_ha": 0.3526, "homo_ev": -14.666}

=====

Record 2
{"formula": "C5H7N3", "method": "ωB97M-V with the def2-TZVPD basis set", "elements": ["C", "C", "C", "C", "C", "H", "H", "H", "H", "H", "H", "H", "N", "N", "N"], "coordinates": [[-0.8997, -1.8660, 1.7471], [0.3224, -1.6606, -0.4941], [0.1058, -0.0695, -0.9248], [0.3370, 1.5827, 0.4732], [0.0983, 0.2697, 0.3672], [-1.8539, -2.2965, 1.2186], [-0.0646, -2.7670, 2.0499], [-1.1649, -1.0683, 2.5438], [-0.3342, -2.5603, -0.7133], [1.7077, -1.8003, -0.4822], [0.4796, 1.5659, -2.6668], [0.1752, 2.0978, 1.4615], [0.0459, -0.9989, 0.8677], [0.0710, 1.2193, -1.6127], [0.0649, 2.2497, -0.7441]], "total_energy_ha": -358.715650, "molar_mass_g_mol": 109.132, "gap_ha": 0.3145, "homo_ev": -7.870}